3 unconnected molecules or ions with the total composition C5H10O, computed with ωB97M-V/def2-TZVPD.

Computed properties:
Energy above the lowest of the compared OMol25 structures with the same formula, charge and spin ... 443.5 kJ/mol
LUMO energy ... 0.82 eV
Gap between HOMO and LUMO ... 10.39 eV
DFT total energy ... -271.58369 a.u.
SMILES string ... CC1C=C1.[H][H].C=O

Last column: natural (NBO) charge in e.
Positions of all 16 atoms, in Å:
C  -1.76177  -0.62832  -0.09374  -0.63
C  -1.30053  0.58911  -0.87608  -0.23
C  -0.18270  1.47074  -0.39734  -0.18
C  0.09469  0.72138  -1.41677  -0.21
C  2.08218  -0.97728  0.22344  0.28
O  1.50738  -1.70349  0.99496  -0.51
H  -2.12405  -1.41390  -0.76813  0.21
H  -0.94898  -1.04781  0.50871  0.22
H  -2.58625  -0.36712  0.58060  0.21
H  -2.10698  1.06348  -1.44667  0.17
H  0.12190  2.21356  0.32510  0.22
H  0.80263  0.83142  2.48478  -0.03
H  0.79917  0.39762  -2.16921  0.22
H  2.33530  -1.29941  -0.80563  0.11
H  2.39029  0.04975  0.49676  0.12
H  0.87772  0.10026  2.35921  0.02